[1]
67
Properties=species:S:1:pos:R:3:mulliken_spin:R:1 method="wB97M-V/def2-TZVPD" spin_multiplicity=6 homo_lumo_gap_ev="4.26 / 5.61" energy_ev=-54199.2924 largest_force_ha_per_bohr=0.0968 lumo_energy_ev="0.4 / -1.8" homo_energy_ev="-3.9 / -7.4"
Ru -0.12 0.14 0.17 2.5136
Cl 0.86 -0.73 1.96 0.2980
O 1.16 1.84 0.30 0.0061
O -3.26 -0.92 0.58 0.0105
O -1.46 1.11 1.54 -0.0099
O 1.07 -0.54 -1.36 -0.0061
O -1.20 1.15 -1.36 0.0386
O -1.23 -1.54 -0.23 0.0291
N -2.69 0.90 3.45 -0.0017
N 2.47 3.46 -0.58 0.0028
N -1.77 -0.04 -3.21 0.0128
C 2.82 3.96 0.75 0.0000
C -1.33 -0.73 -4.42 0.0122
C 2.90 4.26 -1.72 0.0010
C -3.21 -0.10 -2.92 0.0042
C 1.40 -4.97 -3.71 0.5492
C 1.87 -2.60 -2.29 0.3267
C 0.33 -4.22 -3.21 0.5126
C -1.99 0.40 2.45 0.0109
C -3.28 0.05 4.47 -0.0002
C -2.83 2.33 3.65 -0.0008
C -0.95 0.74 -2.54 0.0737
C 2.94 -3.33 -2.82 0.6676
C 2.93 -1.67 -0.17 -0.0234
C 2.20 -1.34 -1.47 -0.0049
C 3.13 -3.23 1.80 -0.0024
C 1.62 2.44 -0.71 0.0139
C 3.76 -0.59 0.42 0.0104
C 2.74 -2.87 0.41 0.0531
C 0.57 -3.06 -2.46 -0.1067
C 2.71 -4.53 -3.50 -0.1873
C -2.50 -1.72 0.04 0.0133
H 2.24 4.85 0.99 0.0000
H 4.33 -0.06 -0.37 -0.0050
H 2.53 5.29 -1.64 0.0002
H -3.89 2.60 3.64 -0.0001
H -3.51 -1.14 -2.76 0.0015
H -0.25 -2.53 -1.98 -0.0304
H 2.23 -3.66 -0.15 0.0382
H 4.00 4.30 -1.75 0.0001
H -2.83 -2.73 -0.28 0.0006
H 1.36 2.15 -1.74 -0.0020
H 3.82 -4.09 1.81 0.0003
H 3.62 -2.40 2.33 0.0017
H -3.15 -1.00 4.18 -0.0001
H 2.94 -0.77 -2.07 0.0778
H -3.44 0.50 -2.03 -0.0013
H 2.26 -3.54 2.39 0.0006
H -3.76 0.28 -3.79 0.0003
H -1.88 -0.69 2.48 -0.0023
H -2.80 0.23 5.44 -0.0001
H -0.70 -4.53 -3.38 0.0195
H 3.56 -5.12 -3.86 -0.0012
H -1.85 -0.33 -5.30 0.0022
H -2.30 2.88 2.87 0.0005
H -0.24 -0.58 -4.52 -0.0060
H -4.35 0.27 4.56 0.0000
H 2.53 3.81 -2.64 -0.0005
H 3.88 4.23 0.75 -0.0001
H 3.95 -2.96 -2.65 0.0458
H -0.01 1.02 -3.05 0.0058
H 1.21 -5.89 -4.25 0.0371
H 4.49 -0.99 1.13 -0.0021
H 3.13 0.14 0.95 0.0069
H -2.43 2.59 4.64 -0.0001
H 2.63 3.18 1.49 0.0012
H -1.54 -1.81 -4.34 -0.0059

[2]
52
Properties=species:S:1:pos:R:3:nbo_charge:R:1 method="wB97M-V/def2-TZVPD" e_above_lowest_kj_mol=71.9 charge=+3 homo_lumo_gap_ev=6.29 energy_ev=-108873.7954 largest_force_ha_per_bohr=0.0520 lumo_energy_ev=-11.3 homo_energy_ev=-17.6
Hf 0.13 0.26 0.00 1.9245
Se -1.05 -1.34 1.54 0.0186
P 2.31 -1.01 0.24 0.7083
P -2.18 0.82 -0.89 0.7118
O -0.28 4.03 -1.11 -0.9653
O 1.22 2.11 -1.86 -1.0043
N -0.03 -1.10 -1.74 -0.6919
C -1.23 -1.41 -2.32 0.2670
C 1.13 -1.60 -2.25 0.2655
C 2.43 -1.12 -1.61 -0.7471
C 0.58 -0.64 3.84 -0.2428
C 0.22 1.32 5.20 -0.1494
C -1.00 1.58 4.55 -0.1807
C 1.10 -2.50 -3.31 -0.2165
C -2.45 2.13 -2.12 -0.9423
C -1.44 0.74 3.54 -0.2494
C 1.01 0.22 4.85 -0.1780
C 3.91 -0.30 0.71 -0.9126
C 2.44 -2.70 0.90 -0.9224
C -3.65 0.99 0.17 -0.9128
C -1.29 -2.34 -3.34 -0.2153
C -0.61 -0.32 3.16 -0.2047
C -0.12 -2.90 -3.84 -0.0386
C -2.48 -0.79 -1.76 -0.7348
H 1.89 2.65 -2.35 0.5412
H -1.76 2.01 -2.96 0.2662
H 1.17 -1.51 3.53 0.2284
H 3.26 -1.81 -1.83 0.2942
H -2.29 -2.57 -3.73 0.2715
H -3.21 -0.59 -2.56 0.2957
H -3.49 2.13 -2.49 0.2836
H -3.66 0.21 0.93 0.2662
H 3.85 0.01 1.77 0.2744
H 4.71 -1.05 0.58 0.2850
H 1.96 0.05 5.37 0.2579
H -0.91 4.75 -1.34 0.5383
H -2.37 0.93 3.00 0.2326
H -1.58 2.46 4.86 0.2575
H -4.55 0.94 -0.45 0.2830
H 4.12 0.59 0.09 0.2661
H 2.43 -2.64 2.00 0.2763
H 0.50 2.80 -1.68 0.5135
H 0.57 2.00 5.99 0.2593
H -3.59 1.97 0.67 0.2676
H 2.06 -2.87 -3.65 0.2691
H 2.69 -0.11 -2.00 0.2881
H -2.22 3.08 -1.63 0.2638
H -0.09 4.06 -0.14 0.5033
H -2.96 -1.49 -1.05 0.2967
H -0.16 -3.63 -4.64 0.2778
H 1.58 -3.32 0.61 0.2722
H 3.38 -3.18 0.57 0.2839

[3]
15
Properties=species:S:1:pos:R:3:nbo_charge:R:1 method="wB97M-V/def2-TZVPD" smiles=N#CC#Cc1ccco1.O e_above_lowest_kj_mol=232.3 homo_lumo_gap_ev=8.89 energy_ev=-12921.8809 largest_force_ha_per_bohr=0.0273 lumo_energy_ev=-0.3 homo_energy_ev=-9.2
O 0.97 -1.32 2.66 -0.9347
O -0.90 0.76 0.40 -0.3879
N 4.08 2.54 -1.80 -0.2482
C 0.67 1.07 -1.37 0.1636
C -0.46 0.40 -0.84 0.1204
C 1.76 1.52 -1.69 -0.1520
C -1.72 -0.21 0.83 0.1214
C -1.12 -0.73 -1.26 -0.2224
C 3.04 2.02 -1.81 0.2154
C -1.93 -1.14 -0.16 -0.3117
H -2.68 -1.92 -0.14 0.2420
H 0.85 -0.57 2.07 0.4687
H 0.52 -1.08 3.48 0.4676
H -0.97 -1.25 -2.20 0.2432
H -2.11 -0.10 1.83 0.2147

[4]
18
Properties=species:S:1:pos:R:3:nbo_charge:R:1 method="wB97M-V/def2-TZVPD" smiles="C=CCNC=C.O" e_above_lowest_kj_mol=245.0 homo_lumo_gap_ev=9.27 energy_ev=-8899.1578 largest_force_ha_per_bohr=0.0322 lumo_energy_ev=1.0 homo_energy_ev=-8.2
O -2.41 -0.35 1.59 -0.9509
N 0.78 0.98 -0.79 -0.6097
C 1.12 -2.12 0.94 -0.3812
C -0.53 0.83 -1.18 0.0361
C 1.63 -0.19 -0.58 -0.2576
C 1.30 -0.83 0.74 -0.1927
C -1.54 1.67 -0.88 -0.5761
H 1.00 1.81 -0.29 0.3799
H -0.72 -0.09 -1.73 0.1889
H 1.30 -2.86 0.17 0.1906
H 2.65 0.19 -0.71 0.2080
H -2.17 0.47 2.02 0.4677
H 0.61 -2.47 1.83 0.2113
H 1.55 -0.85 -1.45 0.2035
H -2.18 -0.25 0.66 0.4787
H 1.30 -0.09 1.53 0.1962
H -1.16 2.63 -0.57 0.1906
H -2.51 1.51 -1.31 0.2166